(1)
Molecular formula: C33H63Cl2F9N3O12PS8
Method: DFT, ωB97M-V with the def2-TZVPD basis set

Computed properties:
highest occupied orbital energy: -8.771 eV
orbital gap: 7.735 eV
DFT total energy: -7708.07871 Ha

XYZ file:
```
131
Properties=species:S:1:pos:R:3:lowdin_charge:R:1
C 4.225 -2.090 3.817 -0.122
C 5.427 -1.519 4.625 -0.711
Cl 6.497 -2.828 5.302 0.579
C 6.358 -0.567 3.758 -0.626
Cl 7.213 0.676 4.801 0.598
C 5.574 0.123 2.594 -0.113
C 5.954 -0.149 1.250 -0.063
C 7.120 -1.136 0.903 -0.084
C 8.500 -0.383 1.070 -0.324
O 9.454 -1.372 1.547 -0.061
C 9.074 0.187 -0.280 -0.220
N 8.789 1.622 -0.520 0.008
C 5.205 0.535 0.142 -0.086
C 5.668 0.256 -1.310 -0.148
O 4.797 -0.643 -2.051 -0.147
O 3.842 -1.215 -1.218 -0.032
C 4.099 1.412 0.444 -0.091
P 3.085 2.292 -0.832 0.543
O 1.667 1.927 -0.566 -0.290
O 3.402 1.827 -2.384 -0.133
O 3.210 3.917 -0.586 -0.130
C 3.739 1.658 1.868 -0.152
N 2.671 2.501 2.094 0.165
C 2.375 2.689 3.387 -0.212
C 1.154 3.601 3.689 -0.166
C 0.031 3.440 2.577 -0.166
C -0.715 2.084 2.910 -0.170
C -1.459 1.608 1.622 -0.084
C -2.402 0.370 1.884 -0.388
F -2.124 -0.279 3.063 0.093
F -3.676 0.935 2.081 0.061
C -2.569 -0.579 0.647 -0.384
F -3.808 -1.173 0.669 0.095
F -2.571 0.179 -0.496 0.086
S -1.291 -1.945 0.457 0.881
F -2.373 -2.807 -0.427 -0.159
F -1.811 -2.746 1.757 -0.131
F -0.154 -1.139 1.269 -0.132
F -0.760 -1.255 -0.926 -0.160
F -0.210 -3.126 0.218 -0.149
C 3.181 2.060 4.459 -0.498
S 2.707 2.440 6.195 0.766
N 4.229 1.239 4.305 0.115
C 4.463 1.050 2.955 -0.160
H 3.694 -2.811 4.492 0.089
H 4.513 -2.651 2.903 0.049
H 3.467 -1.332 3.519 0.082
H 5.009 -0.940 5.485 0.088
H 7.171 -1.224 3.385 0.058
H 7.132 -1.985 1.633 0.120
H 6.978 -1.610 -0.098 0.120
H 8.388 0.390 1.871 0.140
H 9.306 -2.147 0.975 0.095
H 10.186 0.081 -0.233 0.117
H 8.732 -0.472 -1.116 0.113
H 7.990 1.750 -1.136 0.042
H 8.629 2.054 0.390 0.069
H 6.710 -0.111 -1.399 0.089
H 5.644 1.245 -1.846 0.106
H 3.046 -0.663 -1.360 0.105
H 4.061 2.466 -2.728 0.085
H 4.138 4.213 -0.647 0.083
H 0.654 3.342 4.650 0.086
H 1.504 4.672 3.722 0.092
H -0.704 4.252 2.779 0.106
H 0.450 3.435 1.548 0.100
H -0.001 1.295 3.259 0.120
H -1.488 2.255 3.703 0.127
H -0.738 1.295 0.822 0.114
H -2.091 2.415 1.183 0.141
H 1.915 1.405 6.619 -0.123
C 1.908 -5.609 0.181 -0.265
S 3.532 -5.241 0.864 0.832
O 3.414 -3.976 1.644 -0.556
C 4.306 -4.829 -0.711 -0.262
H 1.238 -5.857 1.004 0.054
H 1.524 -4.739 -0.350 0.041
H 1.983 -6.461 -0.495 0.055
H 3.768 -4.006 -1.184 0.047
H 4.301 -5.706 -1.359 0.053
H 5.334 -4.527 -0.518 0.046
C -4.378 0.743 -2.927 -0.260
S -5.260 -0.206 -4.179 0.798
O -5.348 0.641 -5.403 -0.558
C -6.865 -0.142 -3.362 -0.256
H -3.345 0.863 -3.250 0.058
H -4.838 1.726 -2.811 0.045
H -4.400 0.204 -1.981 0.036
H -7.168 0.896 -3.219 0.054
H -6.804 -0.652 -2.400 0.059
H -7.593 -0.650 -3.995 0.042
C -0.844 7.612 4.428 -0.265
S 0.952 7.613 4.559 0.820
O 1.360 6.283 5.096 -0.559
C 1.040 8.791 5.919 -0.270
H -1.131 6.903 3.652 0.042
H -1.285 7.308 5.379 0.061
H -1.190 8.609 4.154 0.054
H 0.479 8.412 6.774 0.059
H 0.633 9.750 5.596 0.053
H 2.086 8.916 6.197 0.051
C -6.221 -3.934 -4.851 -0.259
S -7.934 -3.721 -5.369 0.806
O -8.804 -4.151 -4.234 -0.569
C -7.930 -5.056 -6.578 -0.266
H -6.008 -3.218 -4.059 0.032
H -6.069 -4.945 -4.474 0.010
H -5.559 -3.744 -5.696 0.062
H -7.671 -5.996 -6.090 0.037
H -7.210 -4.829 -7.365 0.055
H -8.927 -5.131 -7.010 0.050
C -6.727 4.059 -5.316 -0.265
S -5.721 4.638 -3.939 0.783
O -6.646 4.976 -2.821 -0.558
C -5.222 6.187 -4.712 -0.274
H -7.176 3.107 -5.036 0.038
H -7.513 4.785 -5.531 0.057
H -6.095 3.916 -6.192 0.058
H -6.104 6.776 -4.965 0.056
H -4.640 5.974 -5.609 0.053
H -4.606 6.740 -4.004 0.047
C -7.362 -8.644 -2.439 -0.268
S -7.280 -6.999 -3.168 0.801
O -5.897 -6.483 -2.945 -0.551
C -8.352 -6.209 -1.961 -0.259
H -6.724 -9.310 -3.019 0.048
H -7.010 -8.611 -1.407 0.057
H -8.390 -9.006 -2.475 0.053
H -7.935 -6.334 -0.960 0.060
H -9.347 -6.652 -2.014 0.061
H -8.414 -5.150 -2.202 0.026
```

(2)
Molecular formula: C33H63CoN2Sb3Si2
Method: DFT, ωB97M-V with the def2-TZVPD basis set

Computed properties:
highest occupied orbital energy (spin up / spin down): -6.056 / -6.350 eV
spin multiplicity: 4
relative energy (zero: lowest compared OMol25 entry of this formula, charge and spin): 20.8 kJ/mol
orbital gap (spin up / spin down): 6.606 / 6.649 eV
DFT total energy: -4087.26750 Ha
expectation value of S²: 3.766

XYZ file:
```
104
Properties=species:S:1:pos:R:3:lowdin_charge:R:1
Co -0.368 0.093 0.429 0.257
C -3.345 -1.852 1.095 -0.174
Si -2.367 -1.430 2.646 0.373
C -1.914 -3.069 3.480 -0.175
C -3.520 -0.471 3.799 -0.180
N -0.973 -0.524 2.192 -0.175
C -0.122 0.015 3.151 -0.335
C -0.302 -0.132 4.529 -0.066
C 0.545 0.469 5.447 -0.116
C 1.598 1.251 4.999 -0.116
C 1.810 1.396 3.636 -0.075
C 0.994 0.769 2.691 -0.332
N 1.213 0.821 1.314 -0.175
Si 2.745 1.363 0.716 0.380
C 4.211 0.502 1.541 -0.164
C 2.964 3.235 0.883 -0.175
C 2.907 0.952 -1.108 -0.177
H -4.252 -2.389 1.381 0.043
H -2.784 -2.495 0.421 -0.006
H -3.657 -0.967 0.541 -0.026
H -2.448 -3.909 3.032 0.023
H -2.147 -3.066 4.545 0.024
H -0.843 -3.259 3.384 0.022
H -4.565 -0.732 3.627 0.026
H -3.406 0.603 3.648 0.028
H -3.302 -0.668 4.848 0.019
H -1.126 -0.731 4.894 0.069
H 0.374 0.333 6.507 0.092
H 2.253 1.747 5.702 0.092
H 2.628 2.017 3.298 0.077
H 3.982 0.159 2.549 0.028
H 5.065 1.179 1.603 0.033
H 4.526 -0.360 0.950 0.004
H 3.550 3.501 1.764 0.020
H 2.002 3.741 0.965 0.024
H 3.484 3.639 0.012 0.025
H 2.757 -0.109 -1.314 -0.009
H 3.928 1.187 -1.419 0.047
H 2.227 1.527 -1.732 -0.024
C 0.056 -0.091 -6.160 -0.341
Sb 0.932 0.063 -4.197 1.328
C 2.396 1.509 -4.805 -0.322
C 2.228 -1.655 -4.505 -0.332
C 3.321 -1.776 -3.492 -0.297
C 4.538 -1.142 -3.749 -0.063
C 5.595 -1.201 -2.860 -0.085
C 5.459 -1.931 -1.688 -0.085
C 4.261 -2.568 -1.423 -0.068
C 3.172 -2.485 -2.293 -0.299
C 1.891 -3.150 -1.905 -0.296
Sb 0.743 -2.165 -0.329 1.377
C -0.415 -3.932 0.035 -0.295
C 2.073 -2.486 1.299 -0.272
H 0.841 -0.257 -6.895 0.002
H -0.465 0.834 -6.400 -0.004
H -0.658 -0.912 -6.202 -0.001
H 2.882 1.175 -5.720 0.007
H 3.140 1.645 -4.023 -0.008
H 1.901 2.461 -4.990 0.002
H 2.651 -1.507 -5.500 0.061
H 1.589 -2.535 -4.544 0.049
H 4.653 -0.596 -4.677 0.107
H 6.524 -0.695 -3.088 0.103
H 6.281 -2.010 -0.989 0.105
H 4.158 -3.151 -0.517 0.105
H 2.082 -4.127 -1.458 0.063
H 1.214 -3.294 -2.742 0.041
H 0.267 -4.781 0.017 0.010
H -1.185 -4.074 -0.720 0.004
H -0.877 -3.867 1.016 -0.019
H 2.315 -3.545 1.375 0.020
H 1.556 -2.147 2.196 0.008
H 2.977 -1.896 1.182 -0.020
C -5.005 2.713 -1.506 -0.138
C -4.116 2.236 -0.365 -0.555
C -4.901 1.351 0.591 -0.155
Sb -2.286 1.296 -1.069 1.544
C -1.406 3.114 -1.900 -0.543
C 0.105 3.072 -1.734 -0.188
C -1.759 3.541 -3.318 -0.138
C -3.191 0.029 -2.594 -0.548
C -2.552 -1.355 -2.589 -0.176
C -3.240 0.606 -4.001 -0.140
H -5.857 3.262 -1.095 0.082
H -5.410 1.876 -2.076 0.070
H -4.492 3.378 -2.197 0.053
H -3.742 3.108 0.181 0.084
H -5.288 0.466 0.081 0.072
H -5.762 1.897 0.985 0.084
H -4.300 1.018 1.434 0.045
H -1.810 3.850 -1.195 0.082
H 0.546 2.388 -2.463 -0.005
H 0.408 2.750 -0.737 0.029
H 0.535 4.062 -1.908 0.092
H -1.357 2.841 -4.051 0.057
H -1.308 4.516 -3.522 0.082
H -2.829 3.636 -3.493 0.048
H -4.215 -0.069 -2.219 0.074
H -1.517 -1.310 -2.940 0.012
H -3.102 -2.025 -3.256 0.085
H -2.549 -1.802 -1.595 0.026
H -2.237 0.695 -4.422 0.033
H -3.711 1.587 -4.037 0.056
H -3.810 -0.061 -4.655 0.084
```

(3)
Molecular formula: C33H64Br2GeIrN2SSi3
Method: DFT, ωB97M-V with the def2-TZVPD basis set

Computed properties:
highest occupied orbital energy: -15.548 eV
relative energy (zero: lowest compared OMol25 entry of this formula, charge and spin): 242.1 kJ/mol
charge: +3
orbital gap: 5.512 eV
DFT total energy: -10000.37219 Ha

XYZ file:
```
107
Properties=species:S:1:pos:R:3:lowdin_charge:R:1
Ir 0.322 -1.414 -0.078 0.990
C -0.119 -3.065 1.462 -0.039
C 1.161 -2.524 1.732 -0.150
C 1.945 -2.742 0.503 -0.184
C 1.069 -3.427 -0.413 -0.112
C -0.142 -3.770 0.219 -0.174
C -1.083 -4.880 -0.152 -0.525
C -0.800 -5.942 0.943 0.004
C -0.743 -5.466 -1.523 -0.019
C -2.573 -4.517 -0.076 -0.038
C 3.410 -2.528 0.160 -0.514
C 3.897 -1.098 0.457 -0.031
C 3.655 -2.797 -1.333 -0.040
C 4.224 -3.575 0.950 -0.004
C 1.509 -2.254 3.198 -0.503
C 2.719 -1.363 3.475 -0.017
C 0.301 -1.654 3.939 -0.022
C 1.773 -3.658 3.787 0.006
H -0.914 -3.084 2.192 0.142
H 1.387 -3.807 -1.370 0.127
H 0.256 -6.216 0.981 0.106
H -1.372 -6.838 0.703 0.113
H -1.110 -5.598 1.931 0.098
H 0.230 -5.960 -1.520 0.103
H -0.738 -4.704 -2.309 0.086
H -1.488 -6.214 -1.792 0.111
H -2.799 -3.848 0.754 0.069
H -3.150 -5.429 0.069 0.110
H -2.932 -4.066 -0.999 0.058
H 3.886 -0.502 -0.457 0.087
H 4.924 -1.121 0.822 0.111
H 3.285 -0.594 1.195 0.032
H 2.993 -2.204 -1.971 0.085
H 3.549 -3.851 -1.589 0.099
H 4.680 -2.514 -1.571 0.110
H 4.191 -3.412 2.025 0.069
H 5.264 -3.520 0.631 0.110
H 3.866 -4.586 0.746 0.106
H 2.539 -0.335 3.156 0.070
H 3.634 -1.723 3.013 0.073
H 2.885 -1.344 4.551 0.110
H -0.122 -0.807 3.402 0.058
H 0.623 -1.305 4.919 0.110
H -0.488 -2.386 4.113 0.093
H 2.619 -4.154 3.312 0.087
H 0.899 -4.304 3.685 0.095
H 1.993 -3.558 4.850 0.113
Br -2.824 -1.070 -0.476 0.762
C -2.215 -1.699 -2.182 -0.881
Br -0.435 -1.010 -2.549 0.790
H -2.881 -1.354 -2.965 0.018
H -2.131 -2.777 -2.153 -0.017
N 3.781 2.912 3.002 0.120
C 2.454 2.839 3.184 -0.812
S 1.636 3.669 4.331 0.821
C 1.686 2.010 2.201 -0.187
C 2.168 1.713 0.928 -0.017
C 1.338 1.099 0.014 -0.216
N 0.047 0.763 0.281 -0.200
C -0.368 0.963 1.563 -0.195
C 0.399 1.567 2.520 -0.060
H 4.318 3.486 3.635 0.123
H 4.292 2.282 2.407 0.107
H 3.162 2.001 0.617 0.126
H 1.658 0.943 -1.012 0.090
H -1.380 0.642 1.771 0.104
H 0.023 1.710 3.524 0.103
C -2.288 5.405 0.169 -0.204
Si -2.690 3.659 0.683 0.399
C -4.416 3.025 0.387 -0.207
C -2.255 3.427 2.478 -0.195
Ge -1.361 2.533 -1.165 0.878
Si 0.538 3.433 -2.533 0.363
C 1.088 2.135 -3.760 -0.213
C -0.225 4.943 -3.312 -0.195
C 1.999 3.975 -1.496 -0.204
Si -3.199 2.353 -3.006 0.414
C -3.655 4.161 -2.924 -0.197
C -2.339 1.892 -4.590 -0.215
C -4.579 1.170 -2.585 -0.224
H -2.856 6.103 0.792 0.060
H -2.523 5.638 -0.869 0.012
H -1.229 5.606 0.342 0.041
H -5.097 3.531 1.077 0.060
H -4.476 1.956 0.605 0.032
H -4.790 3.191 -0.618 -0.002
H -2.987 4.014 3.042 0.062
H -1.265 3.812 2.729 0.025
H -2.341 2.400 2.834 0.026
H 0.277 1.687 -4.329 -0.004
H 1.656 1.333 -3.279 0.009
H 1.766 2.610 -4.476 0.060
H -1.085 4.746 -3.949 0.018
H 0.543 5.400 -3.944 0.062
H -0.503 5.685 -2.560 0.043
H 2.707 3.168 -1.314 0.015
H 1.701 4.409 -0.540 0.038
H 2.542 4.746 -2.050 0.055
H -2.791 4.814 -2.817 -0.005
H -4.359 4.391 -2.128 0.031
H -4.141 4.433 -3.867 0.068
H -1.567 2.607 -4.871 0.020
H -3.075 1.888 -5.401 0.059
H -1.899 0.895 -4.555 0.007
H -4.620 0.895 -1.536 -0.029
H -4.514 0.264 -3.192 0.029
H -5.538 1.634 -2.834 0.058
```

(4)
Molecular formula: C33H64O16
Method: DFT, ωB97M-V with the def2-TZVPD basis set

Computed properties:
SMILES string: COC(=O)OC.COC(=O)OC.COC(=O)OC.O=C1CCCO1.C1CCOC1.C1CCOC1.C1CCOC1.C1CCOC1.C1CCOC1
highest occupied orbital energy: -9.149 eV
relative energy (zero: lowest compared OMol25 entry of this formula, charge and spin): 130.0 kJ/mol
orbital gap: 9.609 eV
DFT total energy: -2499.34691 Ha

XYZ file:
```
113
Properties=species:S:1:pos:R:3:lowdin_charge:R:1
C -2.383 -2.700 5.510 -0.051
O -3.495 -2.327 4.743 0.018
C -3.850 -2.874 3.591 -0.599
O -3.288 -3.800 3.017 0.099
O -4.829 -2.167 3.092 0.020
C -5.125 -2.197 1.698 -0.022
H -2.788 -3.513 6.111 0.099
H -1.915 -1.962 6.162 0.079
H -1.501 -3.024 4.958 0.093
H -5.220 -3.237 1.384 0.086
H -4.323 -1.795 1.079 0.089
H -6.100 -1.789 1.428 0.097
C -1.491 -4.420 0.350 -0.033
O -2.662 -3.995 -0.353 -0.004
C -3.252 -4.856 -1.158 -0.646
O -2.886 -5.988 -1.338 0.121
O -4.428 -4.394 -1.545 -0.014
C -5.150 -5.041 -2.712 0.030
H -1.277 -5.489 0.332 0.101
H -1.320 -3.942 1.315 0.089
H -0.624 -4.015 -0.171 0.075
H -4.565 -4.865 -3.615 0.068
H -6.164 -4.707 -2.929 0.091
H -5.286 -6.063 -2.359 0.094
C 1.698 5.901 5.611 -0.058
O 0.531 5.391 4.977 -0.044
C 0.600 4.565 3.865 -0.521
O 1.680 4.460 3.243 0.078
O -0.656 4.393 3.485 0.023
C -0.918 3.694 2.314 -0.069
H 2.194 5.131 6.203 0.089
H 1.418 6.662 6.339 0.088
H 2.326 6.386 4.864 0.093
H -0.110 3.204 1.770 0.082
H -1.336 4.336 1.539 0.099
H -1.673 2.923 2.469 0.089
C 3.084 3.196 -2.067 -0.200
C 4.269 2.551 -1.530 -0.174
C 4.111 2.655 -0.012 -0.174
O 2.738 2.993 0.225 -0.162
C 2.174 3.712 -0.923 -0.138
H 2.421 2.449 -2.504 0.080
H 3.189 4.012 -2.782 0.114
H 5.152 2.995 -1.989 0.122
H 4.073 1.547 -1.905 0.108
H 4.723 3.413 0.476 0.121
H 4.395 1.704 0.439 0.091
H 2.258 4.769 -0.669 0.114
H 1.108 3.493 -0.980 0.104
C 6.322 -0.366 0.098 -0.151
C 7.185 -1.595 -0.248 -0.161
C 6.342 -2.933 -0.162 -0.121
O 5.008 -2.334 -0.425 -0.169
C 4.911 -1.044 0.182 -0.214
H 6.327 0.368 -0.707 0.091
H 6.630 0.235 0.954 0.104
H 8.141 -1.695 0.265 0.102
H 7.394 -1.448 -1.307 0.101
H 6.400 -3.402 0.820 0.107
H 6.598 -3.636 -0.954 0.112
H 4.442 -1.122 1.163 0.111
H 4.170 -0.446 -0.349 0.084
C -0.728 3.556 -4.094 -0.214
C -0.321 2.227 -3.625 -0.162
C 0.153 1.658 -5.028 -0.200
O 0.681 2.767 -5.702 -0.140
C 0.431 4.024 -4.970 -0.143
H -0.906 4.341 -3.359 0.120
H -1.622 3.455 -4.709 0.124
H -1.240 1.774 -3.253 0.111
H 0.467 2.175 -2.873 0.067
H -0.723 1.396 -5.622 0.112
H 0.789 0.778 -4.943 0.112
H 0.060 4.842 -5.587 0.117
H 1.248 4.408 -4.360 0.102
C 1.353 0.911 5.860 -0.134
C 1.223 1.224 4.290 -0.139
C 0.619 -0.083 3.769 -0.147
O -0.037 -0.683 4.956 -0.169
C 0.193 0.013 6.171 -0.231
H 1.407 1.917 6.276 0.103
H 2.278 0.392 6.109 0.109
H 2.141 1.533 3.791 0.119
H 0.320 1.823 4.167 0.096
H 1.600 -0.551 3.687 0.103
H 0.066 -0.111 2.831 0.107
H 0.413 -0.557 7.073 0.117
H -0.781 0.472 6.344 0.119
C -3.030 -2.824 -5.246 -0.165
C -4.517 -2.533 -5.361 -0.179
C -4.882 -1.665 -4.229 -0.176
O -3.629 -0.971 -4.078 -0.162
C -2.473 -1.797 -4.326 -0.196
H -2.395 -2.810 -6.132 0.115
H -2.950 -3.868 -4.943 0.101
H -5.002 -3.504 -5.262 0.096
H -4.848 -1.944 -6.217 0.121
H -4.975 -2.259 -3.320 0.109
H -5.565 -0.827 -4.372 0.135
H -2.068 -2.273 -3.433 0.102
H -1.583 -1.266 -4.665 0.112
O -2.526 0.781 1.027 0.074
C -1.558 0.355 0.353 -0.376
O -0.257 0.858 0.562 -0.004
C 0.664 0.233 -0.418 -0.148
C -0.091 -0.884 -0.937 -0.185
C -1.564 -0.649 -0.744 -0.064
H 1.593 -0.080 0.058 0.125
H 0.983 0.756 -1.320 0.101
H 0.208 -1.808 -0.442 0.119
H 0.078 -0.841 -2.013 0.118
H -2.058 -1.581 -0.470 0.113
H -2.034 -0.256 -1.646 0.125
```